# 1
Formula: C3H9O4S
Source: the OMol25 dataset
Level of theory: ωB97M-V/def2-TZVPD

Each line ends with the Löwdin charge.
Positions of all 17 atoms, in Å:
O: -0.727 1.246 0.480  -0.11
C: -0.723 0.026 0.790  -0.72
O: -0.914 -0.444 1.922  -0.06
C: -0.041 -0.907 -0.377  -0.15
C: 1.125 0.006 -0.727  -0.50
S: 2.125 -0.063 -2.400  0.56
H: -0.763 -0.987 -1.191  0.08
H: 0.280 -1.901 -0.101  0.09
H: 1.980 -0.290 -0.112  0.05
H: 0.981 1.057 -0.607  0.03
H: 2.778 -1.221 -2.159  -0.20
H: 1.157 3.628 0.891  0.02
H: 0.670 2.557 1.878  0.02
O: 1.408 3.152 1.680  -0.08
H: -3.227 -2.308 0.652  0.03
H: -2.674 -1.481 -0.370  0.01
O: -3.433 -2.070 -0.249  -0.06

Properties
LUMO energy: 3.13 eV
HOMO level: -4.93 eV
E_tot: -22283.6826 eV
Molar mass: 141.2 g mol⁻¹
Spin multiplicity: 1
Total charge: -1
Energy above the lowest of the compared OMol25 structures with the same formula, charge and spin: 1.0243 eV

---

# 2
Formula: C11H13NO
Source: the OMol25 dataset
Level of theory: ωB97M-V/def2-TZVPD

Each line ends with the Löwdin charge.
Positions of all 26 atoms, in Å:
C: -2.046 0.972 1.226  -0.18
C: -1.266 0.196 -1.662  -0.03
C: -0.895 -0.670 -2.698  -0.04
C: -0.782 -0.323 -0.543  -0.22
C: -0.180 -1.614 -2.134  -0.30
C: 0.032 -0.341 2.042  -0.02
C: -0.765 0.347 0.960  -0.24
C: 0.473 0.944 1.505  -0.46
C: 0.416 -2.884 -2.758  0.01
C: 1.826 1.103 0.723  0.00
C: 0.352 2.208 2.361  -0.03
N: -3.120 1.363 1.274  0.17
O: -0.172 -1.467 -0.761  0.09
H: -1.915 1.054 -1.521  0.12
H: -0.838 -0.441 -3.790  0.14
H: -0.554 -0.463 3.032  0.16
H: 0.448 -1.288 1.725  0.11
H: 0.888 -3.329 -1.877  0.08
H: -0.440 -3.505 -3.107  0.09
H: 1.026 -2.790 -3.601  0.05
H: 1.922 0.306 -0.009  0.07
H: 2.591 0.886 1.601  0.13
H: 1.999 2.064 0.320  0.06
H: -0.048 3.002 1.811  0.07
H: 1.359 2.485 2.680  0.08
H: -0.311 2.186 3.198  0.08

Properties
LUMO energy: 0.75 eV
HOMO level: -8.61 eV
E_tot: -15152.5541 eV
Structure (SMILES): Cc1ccc([C@@]2(C#N)CC2(C)C)o1
Molar mass: 175.2 g mol⁻¹
Spin multiplicity: 1
Energy above the lowest of the compared OMol25 structures with the same formula, charge and spin: 2.8883 eV

---

# 3
Formula: C9H24O9S3
Source: the OMol25 dataset
Level of theory: ωB97M-V/def2-TZVPD

Each line ends with the Löwdin charge.
Positions of all 45 atoms, in Å:
O: -3.493 -1.193 1.244  -0.27
S: -2.589 -0.144 0.778  0.75
O: -1.893 0.659 1.751  -0.36
O: -1.504 -0.746 -0.311  -0.26
C: -1.809 -1.852 -1.070  -0.27
C: -0.668 -2.275 -1.921  -0.13
C: -3.613 0.874 -0.305  -0.08
H: -2.630 -1.564 -1.726  0.12
H: -2.108 -2.690 -0.441  0.13
H: 0.070 -2.701 -1.241  0.06
H: -0.227 -1.487 -2.532  -0.03
H: -0.998 -3.062 -2.600  0.13
H: -4.449 1.278 0.266  0.08
H: -3.818 0.245 -1.171  0.07
H: -3.020 1.708 -0.680  0.08
O: 1.285 1.060 3.780  -0.28
S: 1.240 1.383 2.377  0.74
O: 2.185 2.248 1.763  -0.34
O: 1.294 -0.050 1.525  -0.31
C: 0.553 -1.229 1.999  -0.20
C: 1.161 -2.536 1.428  -0.02
C: -0.539 1.826 1.916  -0.13
H: -0.493 -1.086 1.728  0.07
H: 0.562 -1.304 3.087  0.12
H: 1.045 -2.741 0.364  0.06
H: 0.678 -3.384 1.915  0.08
H: 2.153 -2.693 1.854  0.09
H: -0.732 2.884 2.097  0.10
H: -1.186 1.212 2.542  -0.01
H: -0.685 1.555 0.870  0.07
O: 3.216 1.803 -2.277  -0.30
S: 1.975 2.431 -1.870  0.71
O: 1.377 3.546 -2.604  -0.31
O: 0.815 1.222 -1.637  -0.25
C: 1.126 -0.036 -1.118  -0.29
C: 1.095 -1.113 -2.125  -0.11
C: 2.163 2.973 -0.120  -0.14
H: 0.485 -0.101 -0.239  0.08
H: 2.062 0.019 -0.563  0.13
H: 0.946 -2.133 -1.771  0.05
H: 1.983 -1.172 -2.754  0.12
H: 0.293 -0.877 -2.824  0.10
H: 1.232 3.305 0.340  0.08
H: 2.896 3.775 -0.212  0.09
H: 2.564 2.162 0.488  -0.01

Properties
LUMO energy: 0.09 eV
HOMO level: -9.12 eV
E_tot: -60638.4752 eV
Molar mass: 372.5 g mol⁻¹
Spin multiplicity: 1
Energy above the lowest of the compared OMol25 structures with the same formula, charge and spin: 15.5351 eV

---

# 4
Formula: C3H7O3
Source: the OMol25 dataset
Level of theory: ωB97M-V/def2-TZVPD

Each line ends with the Löwdin charge.
Positions of all 13 atoms, in Å:
C: -0.877 -1.639 -0.966  -0.06
C: -0.571 -0.174 -1.252  -0.77
O: -0.604 0.658 -0.304  -0.11
O: -0.274 0.081 -2.443  -0.10
H: -0.953 -2.172 -1.919  0.05
H: -1.834 -1.754 -0.444  0.06
H: -0.097 -2.182 -0.433  0.05
C: 1.094 1.263 1.943  -0.16
O: 0.987 -0.138 2.285  -0.17
H: 0.627 -0.589 1.512  0.04
H: 2.094 1.440 1.555  0.06
H: 0.944 1.743 2.919  0.07
H: 0.273 1.418 1.234  0.04

Properties
LUMO energy: 4.13 eV
HOMO level: -4.14 eV
E_tot: -9368.1079 eV
Molar mass: 91.1 g mol⁻¹
Spin multiplicity: 1
Total charge: -1
Energy above the lowest of the compared OMol25 structures with the same formula, charge and spin: 1.0504 eV

---

# 5
Formula: CH2N4OS
Source: the OMol25 dataset
Level of theory: ωB97M-V/def2-TZVPD

Each line ends with the Löwdin charge.
Positions of all 9 atoms, in Å:
C: -0.379 -0.383 -0.825  -0.59
H: -2.553 1.306 0.521  0.13
H: 1.505 -0.227 1.535  0.06
N: -0.149 0.130 0.599  -0.47
N: 1.327 0.008 0.656  0.00
N: 1.643 -0.945 -0.364  0.06
N: 0.677 -1.237 -1.136  0.11
O: -1.387 -0.360 -1.505  0.06
S: -0.684 1.708 0.520  0.66

Properties
LUMO energy: -1.09 eV
HOMO level: -9.37 eV
E_tot: -19906.6763 eV
Molar mass: 118.1 g mol⁻¹
Spin multiplicity: 1
Energy above the lowest of the compared OMol25 structures with the same formula, charge and spin: 3.2592 eV

---

# 6
Formula: C21H18F6IN6O4RhS5Se
Source: the OMol25 dataset
Level of theory: ωB97M-V/def2-TZVPD

Each line ends with the Löwdin charge.
Positions of all 63 atoms, in Å:
Rh: -1.013 0.779 0.391  0.47
F: -3.086 4.574 2.805  0.14
C: -1.901 4.140 3.225  -0.68
F: -1.477 4.899 4.222  0.16
F: -2.050 2.883 3.679  0.10
S: -0.716 4.145 1.828  0.61
O: -1.196 3.021 1.024  -0.42
O: -0.831 5.438 1.239  -0.24
N: 0.656 3.938 2.529  -0.27
S: 1.509 2.619 2.624  0.59
O: 0.784 1.409 2.264  -0.42
O: 2.829 2.796 2.112  -0.28
C: 1.694 2.445 4.434  -0.68
F: 2.523 1.434 4.670  0.15
F: 2.159 3.548 4.996  0.16
F: 0.502 2.151 4.977  0.12
Se: -1.450 -1.451 -0.269  0.72
C: -1.589 -1.289 -2.176  -0.62
C: -0.457 -1.414 -2.976  -0.14
C: -0.572 -1.310 -4.359  -0.08
C: -1.812 -1.090 -4.944  -0.09
C: -2.943 -0.968 -4.147  -0.09
C: -2.832 -1.070 -2.765  -0.15
H: 0.504 -1.591 -2.509  0.07
H: 0.311 -1.406 -4.980  0.10
H: -1.900 -1.020 -6.022  0.10
H: -3.913 -0.800 -4.600  0.10
H: -3.710 -0.978 -2.137  0.08
I: -4.041 1.377 0.601  1.07
C: -2.966 2.341 -0.893  -0.75
C: -3.374 3.564 -1.383  -0.10
C: -2.578 4.161 -2.345  -0.02
C: -1.453 3.497 -2.807  -0.02
C: -1.134 2.271 -2.270  -0.15
N: -1.867 1.699 -1.301  -0.12
H: -4.275 4.032 -1.015  0.11
H: -2.840 5.137 -2.734  0.12
H: -0.824 3.924 -3.575  0.12
H: -0.276 1.702 -2.604  0.06
S: 5.145 -2.309 1.833  0.60
C: 3.902 -1.703 0.933  -1.10
S: 3.516 -0.024 0.856  1.03
C: 2.107 -0.362 -0.111  -0.98
N: 1.957 -1.605 -0.367  0.01
N: 2.945 -2.358 0.197  -0.13
C: 2.863 -3.767 -0.074  -0.20
C: 3.998 -4.517 -0.325  -0.04
C: 3.860 -5.866 -0.619  -0.08
C: 2.603 -6.454 -0.672  -0.09
C: 1.473 -5.685 -0.427  -0.08
C: 1.599 -4.337 -0.125  -0.02
S: 1.031 0.912 -0.722  0.69
H: 4.975 -4.056 -0.305  0.08
H: 4.745 -6.458 -0.821  0.11
H: 2.504 -7.505 -0.916  0.10
H: 0.487 -6.131 -0.473  0.10
H: 0.730 -3.719 0.062  0.08
N: -0.305 -1.169 2.725  -0.04
N: -1.317 -0.164 2.507  -0.15
H: -0.336 -1.491 3.687  0.08
H: 0.589 -0.713 2.581  0.05
H: -1.257 0.582 3.195  0.07
H: -2.211 -0.634 2.569  0.06

Properties
LUMO energy (spin up / spin down): -1.75 / -1.75 eV
HOMO level (spin up / spin down): -7.84 / -7.84 eV
E_tot: -186134.0322 eV
Molar mass: 1001.5 g mol⁻¹
Spin multiplicity: 1
Energy above the lowest of the compared OMol25 structures with the same formula, charge and spin: 1.7585 eV